Record 1
Entry from the OMol25 dataset: a molecular structure, C45H38Cl5GeN2ReS (ωB97M-V/def2-TZVPD).

ORCA input file:
```
! RIJCOSX wB97M-V def2-TZVPD def2/J DEFGRID3
* xyz 1 2
Re 1.1759 0.9605 0.0464
C 0.7846 4.2266 -4.2354
C -0.5486 4.3516 -3.4947
C -1.1144 5.7670 -3.6203
C -0.4020 3.9364 -2.0484
C -0.9771 2.7904 -1.5666
C -0.8290 2.3933 -0.2108
C -0.1327 3.2082 0.6947
C -0.2403 3.0473 2.1850
C 0.4943 4.3651 0.1705
C 0.3541 4.7194 -1.1439
H 0.6670 4.5080 -5.2825
H 1.1659 3.2030 -4.2021
H 1.5421 4.8797 -3.7959
H -1.2604 3.6605 -3.9559
H -0.4370 6.5052 -3.1867
H -2.0774 5.8547 -3.1160
H -1.2526 6.0273 -4.6701
H -1.5704 2.1680 -2.2279
H -1.4746 1.6102 0.1808
H -0.5176 2.0352 2.4770
H -1.0093 3.7354 2.5468
H 0.6955 3.3110 2.6772
H 1.0648 4.9924 0.8461
H 0.8359 5.6227 -1.4998
Cl 2.3869 1.0845 3.5606
C 3.1803 2.0324 2.3535
C 2.7430 1.9864 1.0288
C 3.4430 2.7856 0.1343
Cl 2.8757 2.7293 -1.5177
C 4.5017 3.6102 0.4668
Cl 5.2826 4.5734 -0.7166
C 4.9082 3.6350 1.8013
Cl 6.2102 4.6410 2.2722
C 4.2470 2.8446 2.7442
Cl 4.7571 2.8882 4.3817
C 1.0472 -0.4291 1.1045
Ge 0.2995 -1.8020 2.3056
C 1.7002 -2.5903 3.3800
C 3.0484 -2.3784 3.1044
C 4.0278 -2.9852 3.8784
C 3.6657 -3.8075 4.9355
C 2.3242 -4.0292 5.2167
C 1.3462 -3.4254 4.4405
C -0.5873 -3.0509 1.0990
C -1.9432 -3.3498 1.2220
C -2.5628 -4.2096 0.3221
C -1.8294 -4.7876 -0.7038
C -0.4722 -4.5131 -0.8248
C 0.1428 -3.6511 0.0714
C -0.9739 -0.7334 3.3060
C -2.1088 -0.2167 2.6772
C -2.9538 0.6575 3.3454
C -2.6695 1.0283 4.6536
C -1.5441 0.5237 5.2887
C -0.6996 -0.3513 4.6171
H 2.0066 -0.6579 0.3180
H 3.3454 -1.7263 2.2903
H 5.0736 -2.8121 3.6589
H 4.4295 -4.2775 5.5412
H 2.0404 -4.6724 6.0395
H 0.3013 -3.6094 4.6687
H -2.5252 -2.9211 2.0289
H -3.6152 -4.4402 0.4316
H -2.3166 -5.4609 -1.3969
H 0.1087 -4.9753 -1.6144
H 1.2058 -3.4528 -0.0310
H -2.3391 -0.4940 1.6528
H -3.8339 1.0482 2.8498
H -3.3276 1.7091 5.1784
H -1.3223 0.8108 6.3087
H 0.1787 -0.7391 5.1221
S -1.5356 -1.8913 -5.4358
C -0.9106 -1.1719 -3.9684
C 0.1401 -0.2567 -4.0982
C 0.6776 0.3180 -2.9737
N 0.2251 0.0653 -1.7328
C -0.7926 -0.7990 -1.6126
C -1.3734 -1.4428 -2.6847
C -2.5449 -3.2013 -4.7795
C -3.8601 -2.9756 -4.4029
C -4.5877 -4.0475 -3.9001
N -4.0936 -5.2761 -3.7777
C -2.8392 -5.4818 -4.1685
C -2.0191 -4.4799 -4.6685
H 0.5578 -0.0202 -5.0676
H 1.5151 0.9975 -3.0537
H -1.1398 -1.0063 -0.6099
H -2.1648 -2.1550 -2.4979
H -4.3086 -1.9949 -4.4952
H -5.6161 -3.9086 -3.5858
H -2.4667 -6.4966 -4.0773
H -1.0029 -4.6928 -4.9717
*
```

Calculated values
<S²> = 0.77
E_HOMO (alpha / beta) = -10.619 / -10.522 eV

Record 2
Entry from the OMol25 dataset: a molecular structure, C45H38ClFeN3O4P2 (ωB97M-V/def2-TZVPD).

ORCA input file:
```
! RIJCOSX wB97M-V def2-TZVPD def2/J DEFGRID3
* xyz 0 5
Fe -1.0029 0.1774 0.3459
C -3.9945 1.6662 -2.7174
C -2.9097 0.9486 -2.1851
N -2.2440 1.3600 -1.1311
C -2.5791 2.5389 -0.5608
C -3.7093 3.2861 -0.9572
C -4.4047 2.8127 -2.0889
C -4.0817 4.4418 -0.2307
C -3.3449 4.7887 0.8605
C -2.2137 4.0613 1.2722
C -1.7735 2.9463 0.5719
N -0.7012 2.1553 0.8715
C -0.2310 2.2935 2.1887
C 0.6165 3.2739 2.6298
C 0.9610 3.3734 3.9970
C 0.4623 2.4973 4.9190
C -0.3975 1.4525 4.5002
C -0.9710 0.5008 5.3793
C -1.8059 -0.4566 4.8852
C -2.0491 -0.5005 3.4940
N -1.5223 0.3474 2.6515
C -0.7234 1.3429 3.1366
H -4.5089 1.2817 -3.5878
H -2.6018 0.0044 -2.6169
H -5.2685 3.3603 -2.4477
H -4.9460 5.0141 -0.5423
H -3.6270 5.6580 1.4432
H -1.6808 4.3933 2.1523
H 1.0004 3.9937 1.9175
H 1.6270 4.1672 4.3120
H 0.7135 2.5864 5.9692
H -0.7435 0.5545 6.4378
H -2.2698 -1.1926 5.5272
H -2.6824 -1.2698 3.0650
O -1.9361 -3.3200 -0.8700
Cl -2.8855 -2.2047 -0.7196
O -4.1845 -2.7207 -0.3256
O -2.3828 -1.3982 0.4759
O -0.3358 -0.6099 -1.6202
C 1.2853 -2.9630 -0.7539
C 2.1382 -1.8186 -0.1772
P 1.1991 -0.9504 1.1440
C 1.0672 -2.2941 2.3697
C 2.1685 -2.7848 3.0746
C 2.0320 -3.8717 3.9209
C 0.7960 -4.4955 4.0560
C -0.2946 -4.0336 3.3383
C -0.1627 -2.9338 2.4986
C 2.4555 0.2006 1.8074
C 3.1475 1.0135 0.9095
C 4.0626 1.9501 1.3632
C 4.2998 2.0901 2.7239
C 3.6058 1.2958 3.6246
C 2.6860 0.3632 3.1709
C 1.0790 -2.8943 -2.2697
P 0.3364 -1.3130 -2.7551
C -0.7670 -1.6190 -4.1440
C -0.7825 -0.7552 -5.2381
C -1.7227 -0.9262 -6.2435
C -2.6501 -1.9542 -6.1585
C -2.6434 -2.8131 -5.0679
C -1.7040 -2.6509 -4.0612
C 1.6583 -0.2501 -3.3792
C 1.7475 1.0415 -2.8650
C 2.7585 1.8887 -3.2970
C 3.6755 1.4509 -4.2422
C 3.5828 0.1669 -4.7639
C 2.5755 -0.6827 -4.3340
H 0.2917 -2.9722 -0.3022
H 1.7358 -3.9238 -0.5027
H 2.3898 -1.0758 -0.9373
H 3.0843 -2.1822 0.2271
H 3.1363 -2.3110 2.9604
H 2.8892 -4.2403 4.4697
H 0.6904 -5.3489 4.7137
H -1.2536 -4.5288 3.4225
H -1.0142 -2.5862 1.9246
H 2.9679 0.9286 -0.1567
H 4.5904 2.5712 0.6505
H 5.0173 2.8183 3.0797
H 3.7705 1.4094 4.6885
H 2.1362 -0.2363 3.8859
H 0.4144 -3.7000 -2.5815
H 2.0196 -3.0046 -2.8162
H -0.0656 0.0537 -5.3024
H -1.7316 -0.2549 -7.0924
H -3.3830 -2.0849 -6.9444
H -3.3736 -3.6079 -4.9925
H -1.7264 -3.3036 -3.1965
H 1.0242 1.3668 -2.1253
H 2.8286 2.8911 -2.8942
H 4.4647 2.1114 -4.5776
H 4.2966 -0.1702 -5.5042
H 2.5022 -1.6815 -4.7497
*
```

Calculated values
<S²> = 6.01
E_HOMO (alpha / beta) = -6.691 / -6.795 eV

Record 3
Entry from the OMol25 dataset: a molecular structure, C45H38O9W (ωB97M-V/def2-TZVPD).

ORCA input file:
```
! RIJCOSX wB97M-V def2-TZVPD def2/J DEFGRID3
* xyz 0 1
W 0.4118 0.5140 1.3015
C 0.0532 -2.1194 -4.9278
C -0.2796 -1.3539 -3.6709
C -1.5578 -0.5382 -3.8006
O 0.8282 -0.5388 -3.3292
C 0.7113 -0.3223 -1.9346
C 0.1515 -1.6747 -1.4174
O -0.3873 -2.2744 -2.5861
C -0.8728 -1.5514 -0.2237
O -0.9846 -0.1827 0.1511
C -2.2405 -2.0924 -0.5883
C -2.3948 -3.4345 -0.9276
C -3.6433 -3.9401 -1.2429
C -4.7569 -3.1066 -1.2242
C -4.6078 -1.7724 -0.8862
C -3.3525 -1.2644 -0.5663
C -0.3098 -2.2152 1.0457
C 1.0450 -2.0421 1.3680
C 1.5410 -2.4127 2.6190
C 0.6950 -2.9594 3.5649
C -0.6459 -3.1420 3.2457
C -1.1455 -2.7728 2.0076
C 2.0429 0.1889 -1.3433
O 1.7257 0.6643 -0.0273
C 3.1414 -0.8585 -1.2043
C 4.0906 -0.7072 -0.1967
C 5.1162 -1.6279 -0.0434
C 5.2096 -2.7145 -0.9017
C 4.2791 -2.8623 -1.9190
C 3.2538 -1.9392 -2.0746
C 2.5142 1.3832 -2.1695
C 3.5344 1.2652 -3.1053
C 3.9075 2.3562 -3.8775
C 3.2657 3.5748 -3.7184
C 2.2431 3.6940 -2.7879
C 1.8652 2.6045 -2.0180
H 0.1942 -1.4268 -5.7568
H -0.7604 -2.8022 -5.1694
H 0.9670 -2.6930 -4.7782
H -1.4641 0.1699 -4.6240
H -1.7747 0.0142 -2.8860
H -2.3963 -1.2084 -3.9911
H -0.0135 0.4730 -1.7463
H 0.9606 -2.3292 -1.0966
H -1.5285 -4.0851 -0.9531
H -3.7507 -4.9846 -1.5061
H -5.7347 -3.5008 -1.4706
H -5.4679 -1.1146 -0.8638
H -3.2393 -0.2239 -0.2941
H 1.7626 -1.7092 0.6262
H 2.5976 -2.2888 2.8258
H 1.0672 -3.2409 4.5406
H -1.3183 -3.5601 3.9835
H -2.1996 -2.8902 1.7963
H 4.0203 0.1470 0.4647
H 5.8473 -1.4941 0.7440
H 6.0066 -3.4369 -0.7827
H 4.3489 -3.7007 -2.6002
H 2.5419 -2.0535 -2.8805
H 4.0436 0.3201 -3.2394
H 4.7042 2.2507 -4.6027
H 3.5581 4.4267 -4.3191
H 1.7267 4.6370 -2.6614
H 1.0529 2.7110 -1.3109
O -1.1546 3.0126 -0.7594
C -1.4132 2.5789 0.3374
O -0.4524 2.2857 1.2279
C -2.8181 2.3420 0.7912
C -3.1131 1.8917 2.0722
C -4.4231 1.6044 2.4252
C -5.4421 1.7718 1.4981
C -5.1527 2.2366 0.2207
C -3.8441 2.5226 -0.1320
H -2.3170 1.7609 2.7896
H -4.6442 1.2444 3.4215
H -6.4641 1.5417 1.7714
H -5.9485 2.3715 -0.5007
H -3.5917 2.8733 -1.1238
O 1.8934 1.5198 2.7011
C 1.3272 2.3912 3.6583
C 1.9051 3.6354 3.8033
C 1.3706 4.5189 4.7282
C 0.2775 4.1434 5.4968
C -0.2833 2.8878 5.3376
C 0.2265 1.9907 4.4038
C -0.4663 0.6594 4.2504
O -1.1216 0.1991 5.1519
O -0.3450 0.0658 3.0779
H 2.5068 0.9159 3.1361
H 2.7529 3.8981 3.1853
H 1.8087 5.5011 4.8451
H -0.1402 4.8325 6.2183
H -1.1325 2.5713 5.9279
*
```

Calculated values
E_HOMO (alpha / beta) = -7.285 / -7.254 eV

Record 4
Entry from the OMol25 dataset: a molecular structure, C45H39As2ClNO2PdS at a distorted geometry (ωB97M-V/def2-TZVPD).

ORCA input file:
```
! RIJCOSX wB97M-V def2-TZVPD def2/J DEFGRID3
* xyz 1 1
Pd -0.6906 0.2449 -0.1192
Cl -1.7325 8.0570 -0.5105
C -1.2624 6.3833 -0.3973
C 0.0926 6.0478 -0.2771
C 0.4828 4.7364 -0.1786
C -0.4568 3.6679 -0.1932
O -0.0364 2.4442 -0.0456
C -1.8133 4.0380 -0.3439
C -2.8727 3.0692 -0.4399
O -2.7235 1.8580 -0.5054
C -2.1965 5.3905 -0.4267
H 0.8299 6.8410 -0.2591
H 1.5304 4.4898 -0.0753
H -3.8992 3.4819 -0.4631
H -3.2485 5.6339 -0.5262
C -1.4968 -3.2372 0.3125
C -2.7164 -2.5401 0.8776
As -2.8752 -0.8362 -0.0520
C -3.0493 -1.4967 -1.8720
C -4.0054 -2.4730 -2.1521
C -4.1376 -2.9755 -3.4370
C -3.3238 -2.4954 -4.4577
C -2.3826 -1.5147 -4.1879
C -2.2429 -1.0180 -2.8959
C -4.6449 -0.2063 0.3001
C -5.4692 0.2221 -0.7328
C -6.7538 0.6604 -0.4423
C -7.2072 0.6847 0.8700
C -6.3726 0.2799 1.9022
C -5.0874 -0.1611 1.6189
As -0.0446 -1.9396 0.1775
C 0.4543 -1.7632 2.0685
C 1.5976 -2.3492 2.6057
C 1.9087 -2.1874 3.9502
C 1.0889 -1.4336 4.7761
C -0.0351 -0.8196 4.2433
C -0.3438 -0.9770 2.8989
C 1.4041 -2.8571 -0.6475
C 1.8279 -4.0641 -0.0991
C 2.8756 -4.7563 -0.6928
C 3.4794 -4.2644 -1.8410
C 3.0239 -3.0848 -2.4147
C 1.9849 -2.3834 -1.8211
H -1.7045 -3.6242 -0.6850
H -1.1336 -4.0569 0.9308
H -2.6018 -2.3650 1.9469
H -3.6452 -3.0882 0.7293
H -4.6602 -2.8415 -1.3707
H -4.8780 -3.7373 -3.6443
H -3.4326 -2.8808 -5.4634
H -1.7586 -1.1263 -4.9827
H -1.5181 -0.2403 -2.6988
H -5.1199 0.2176 -1.7562
H -7.4014 0.9872 -1.2456
H -8.2108 1.0264 1.0890
H -6.7190 0.3117 2.9270
H -4.4411 -0.4685 2.4333
H 2.2849 -2.9079 1.9884
H 2.8061 -2.6465 4.3455
H 1.3312 -1.3144 5.8246
H -0.6759 -0.2121 4.8696
H -1.2107 -0.4644 2.5063
H 1.3504 -4.4763 0.7798
H 3.2136 -5.6878 -0.2573
H 4.2925 -4.8121 -2.3003
H 3.4685 -2.7166 -3.3304
H 1.6187 -1.4823 -2.2952
N 1.4245 0.2240 -0.1538
S 2.2199 1.3667 0.6589
C 3.5579 0.4900 1.4267
C 3.7110 0.6847 2.7878
C 4.6558 -0.0694 3.4807
C 5.4156 -1.0080 2.8075
C 5.2616 -1.1882 1.4307
C 4.3313 -0.4409 0.7350
C 3.1064 2.3257 -0.5523
C 4.3564 2.8550 -0.2541
C 5.0355 3.5625 -1.2338
C 4.4711 3.7363 -2.4910
C 3.2082 3.2308 -2.7629
C 2.5110 2.5266 -1.7905
H 1.8451 0.0238 -1.0508
H 3.0944 1.4093 3.3068
H 4.7819 0.0739 4.5460
H 6.1306 -1.6122 3.3516
H 5.8740 -1.9110 0.9066
H 4.1995 -0.5828 -0.3313
H 4.8004 2.7151 0.7233
H 6.0121 3.9734 -1.0142
H 5.0171 4.2703 -3.2578
H 2.7556 3.3904 -3.7328
H 1.5085 2.1640 -1.9717
*
```

Calculated values
E_HOMO = -9.440 eV

Record 5
Entry from the OMol25 dataset: a molecular structure, C45H40AsIN5PS5SiV at a distorted geometry (ωB97M-V/def2-TZVPD).

ORCA input file:
```
! RIJCOSX wB97M-V def2-TZVPD def2/J DEFGRID3
* xyz -2 4
V 0.1611 0.8137 -0.9334
I 0.2427 -0.6987 1.5986
C -0.1652 0.6633 3.1484
C -1.0128 0.1287 4.0830
C -1.3496 0.8178 5.2610
C -0.7779 2.0279 5.5003
C 0.1177 2.6054 4.5681
C 0.7332 3.8307 4.9112
C 1.6377 4.4025 4.0735
C 1.8930 3.8056 2.8281
C 1.2814 2.6483 2.4064
P 1.6431 2.1888 0.6205
C 3.3299 1.5045 0.8656
C 3.7107 0.9383 2.0827
C 4.9316 0.2892 2.2128
C 5.7956 0.2118 1.1285
C 5.4250 0.7726 -0.0848
C 4.1926 1.3952 -0.2252
C 1.8825 3.8797 -0.0435
C 0.7372 4.6748 -0.0527
C 0.7712 5.9575 -0.5630
C 1.9542 6.4585 -1.0971
C 3.0896 5.6667 -1.1067
C 3.0597 4.3819 -0.5749
C 0.4132 1.9626 3.3244
H -1.4348 -0.8498 3.9053
H -2.0346 0.3705 5.9710
H -0.9859 2.5729 6.4143
H 0.4777 4.2885 5.8604
H 2.1370 5.3267 4.3369
H 2.5790 4.3068 2.1593
H 3.0522 0.9875 2.9406
H 5.2025 -0.1566 3.1629
H 6.7497 -0.2937 1.2293
H 6.0650 0.7014 -0.9557
H 3.9231 1.7715 -1.2081
H -0.1939 4.2778 0.3356
H -0.1318 6.5566 -0.5685
H 1.9806 7.4535 -1.5256
H 4.0062 6.0328 -1.5520
H 3.9520 3.7735 -0.6178
C -2.6055 5.0004 2.0449
C -2.5472 4.9725 0.6585
C -2.5552 3.7730 -0.0374
C -2.6266 2.5720 0.6663
C -2.7065 2.5922 2.0596
C -2.6870 3.7992 2.7381
N -2.6321 1.3476 -0.0475
N -2.9964 1.4773 -1.4316
C -2.4349 0.5648 -2.2109
C -2.8929 0.5594 -3.5722
C -2.4942 -0.4252 -4.4107
C -1.5974 -1.4213 -3.9534
C -1.0861 -1.2754 -2.7034
N -1.4582 -0.3061 -1.8169
H -2.5839 5.9425 2.5786
H -2.4828 5.8998 0.1012
H -2.4935 3.7360 -1.1150
H -2.7805 1.6605 2.6031
H -2.7318 3.7948 3.8209
H -3.5493 1.3615 -3.8798
H -2.8235 -0.4262 -5.4434
H -1.1999 -2.1751 -4.6156
H -0.2732 -1.9040 -2.3655
S 3.8222 2.1924 -3.6624
As 1.9926 1.0890 -3.5335
S 2.0248 -0.3522 -1.8195
S 0.3857 2.3705 -2.6719
S 1.4457 0.1415 -5.3460
N -1.8397 -3.2191 -0.3020
C -0.5736 -3.7069 -0.3202
N 0.4722 -3.0016 -0.0623
C 1.6253 -3.7718 -0.0955
C 2.9150 -3.2957 0.1253
C 3.9708 -4.1855 0.0507
C 3.7630 -5.5341 -0.2455
C 2.4856 -6.0183 -0.4772
C 1.4266 -5.1259 -0.3965
S -0.2780 -5.4169 -0.6432
H -1.9161 -2.2039 -0.3037
H -2.5278 -3.6919 -0.8630
H 3.0744 -2.2412 0.3102
H 4.9775 -3.8181 0.2046
H 4.6082 -6.2080 -0.3103
H 2.3212 -7.0602 -0.7217
C -4.4971 -2.1452 3.5354
Si -4.9287 -1.7652 1.7489
C -6.5619 -0.8441 1.6897
C -5.1269 -3.3769 0.8081
C -3.6171 -0.7522 1.0174
C -3.1547 0.2766 0.5573
H -5.2718 -2.7515 4.0125
H -4.3858 -1.2210 4.1077
H -3.5535 -2.6923 3.5893
H -7.3844 -1.4447 2.0878
H -6.7952 -0.5780 0.6565
H -6.4998 0.0850 2.2603
H -6.0672 -3.8663 1.0760
H -4.3049 -4.0640 1.0164
H -5.1436 -3.1854 -0.2678
*
```

Calculated values
<S²> = 3.77
E_HOMO (alpha / beta) = -1.080 / -1.215 eV

> What is the formula in the second record?

C45H38ClFeN3O4P2